Below is a structure of composition C4H4O5Y in a non-equilibrium geometry, with properties calculated with wB97M-V/def2-TZVPD.

Its LUMO energy (alpha / beta) is -7.229 / -7.277 eV. Its net charge is +1. The spin multiplicity is 1. As for the HOMO energy (alpha / beta): -0.403 / -0.395 Eh. Its total energy is -15481.4173 eV. The energy above the lowest of the compared OMol25 structures with the same formula, charge and spin comes out at 135.9 kcal/mol.

Last column: Mulliken charge in e.
Cartesian coordinates (Å):
1 Y 1.9346 -0.0261 -0.3713  1.81
2 O -1.0346 0.1769 -0.1889  -0.14
3 O 1.9693 1.6834 1.4037  -0.58
4 O 0.4410 3.2000 2.2609  -0.18
5 O -1.8581 -1.8575 -0.2616  -0.65
6 O -3.2183 -0.1098 -0.6599  -0.56
7 C 1.1844 2.4503 1.8132  0.89
8 C -0.4620 1.8898 -1.7887  -1.04
9 C -2.1447 -0.6414 -0.3295  0.53
10 C -0.1847 0.4632 -1.3340  -0.49
11 H -0.1786 2.6275 -1.0218  0.19
12 H 0.1481 2.1157 -2.6769  0.39
13 H -0.4404 -0.2132 -2.1627  0.51
14 H -1.5290 2.0340 -2.0321  0.30



Below is a structure of composition C5H8LiO4Yb in a non-equilibrium geometry, with properties calculated with wB97M-V/def2-TZVPD.

Its LUMO energy (alpha / beta) is -3.713 / -5.615 eV. Its net charge is +1. The expectation value of S² is 2.01. The spin multiplicity is 3. As for the HOMO energy (alpha / beta): -0.302 / -0.410 Eh. Its total energy is -45229.8401 eV. The energy above the lowest of the compared OMol25 structures with the same formula, charge and spin comes out at 66.8 kcal/mol.

Last column: Mulliken charge in e.
Cartesian coordinates (Å):
1 Yb 1.7560 1.4299 -0.5891  0.47
2 O 2.5875 -0.2689 0.5753  -0.81
3 O -0.9801 -0.2150 -0.6876  -0.24
4 O -0.1607 0.9729 1.0049  -0.66
5 O -2.0431 -0.2295 1.2549  -0.29
6 C 0.8769 -1.7188 1.6031  -1.21
7 C -2.9555 -0.8247 0.3226  -0.36
8 C 2.0318 -1.5895 0.6012  0.13
9 C -2.3516 -0.4463 -1.0315  -0.27
10 C -0.8693 -0.0093 0.6546  0.99
11 Li 1.8509 0.1617 2.2562  0.83
12 H 0.0976 -2.3864 1.2043  0.27
13 H 2.8428 -2.3262 0.7538  0.34
14 H -2.3661 -1.2581 -1.7654  0.28
15 H -2.7649 0.4773 -1.4533  0.28
16 H -3.9488 -0.3993 0.4915  0.30
17 H 1.6574 -1.8221 -0.4161  0.18
18 H 1.1089 -2.3222 2.4976  0.48
19 H -2.9650 -1.9096 0.4877  0.29



Below is a cluster of 3 separate species, C6H18N2 in total in a non-equilibrium geometry, with properties calculated with wB97M-V/def2-TZVPD.

Its LUMO energy is 0.912 eV. The spin multiplicity is 1. As for the HOMO energy: -0.271 Eh. Its total energy is -9490.0088 eV. The energy above the lowest of the compared OMol25 structures with the same formula, charge and spin comes out at 86.6 kcal/mol.

Last column: Mulliken charge in e.
Cartesian coordinates (Å):
1 N 1.0477 -0.5249 0.4957  0.12
2 N -1.3576 0.5015 0.2491  -0.22
3 C 2.0554 1.2638 -0.8604  -1.14
4 C -1.7238 1.5980 -0.6036  -1.06
5 C -0.6223 -0.9665 -0.9693  -1.00
6 C 2.2891 0.0096 -0.0294  -0.51
7 C -2.5191 -0.0962 0.8491  -1.09
8 C 1.1930 -1.6458 1.3979  -1.09
9 H 1.3899 1.0552 -1.6979  0.23
10 H 2.9930 0.2312 0.7896  0.36
11 H -2.2238 -0.8806 1.5520  0.28
12 H 0.2587 -1.2549 -1.5364  0.35
13 H -0.8335 2.0802 -1.0121  0.24
14 H 1.8744 -1.4295 2.2334  0.33
15 H -1.0706 -1.7808 -0.4178  0.33
16 H -2.3537 1.2835 -1.4630  0.37
17 H 3.0004 1.6367 -1.2567  0.42
18 H 0.3373 0.1744 0.7992  0.40
19 H 0.2204 -1.9019 1.8159  0.26
20 H -2.3012 2.3627 -0.0617  0.35
21 H 1.5901 -2.5117 0.8584  0.32
22 H -1.2866 -0.5627 -1.7318  0.44
23 H -3.1970 -0.5606 0.0985  0.36
24 H 2.7621 -0.7670 -0.6451  0.33
25 H -3.1224 0.6375 1.4020  0.35
26 H 1.5999 2.0490 -0.2556  0.27



Below is a cluster of 2 separate species, C7H16 in total in a non-equilibrium geometry, with properties calculated with wB97M-V/def2-TZVPD.

Its LUMO energy is 1.240 eV. As for the SMILES: CCCCC.C=C. The spin multiplicity is 1. As for the HOMO energy: -0.375 Eh. Its total energy is -7515.2666 eV. The energy above the lowest of the compared OMol25 structures with the same formula, charge and spin comes out at 83.7 kcal/mol.

Last column: Mulliken charge in e.
Cartesian coordinates (Å):
1 C -1.1379 2.1933 -1.2162  -0.14
2 C -0.6411 1.5054 -2.2526  -0.72
3 C 0.1752 -0.7712 0.6059  -0.46
4 C 1.1647 -1.0451 -0.4454  -0.17
5 C 0.5768 0.1985 1.7048  -0.29
6 C 0.8727 -2.2457 -1.2617  -1.32
7 C -0.6378 0.8800 2.4614  -1.13
8 H -1.5698 1.6962 -0.2624  -0.03
9 H 1.6397 -2.6948 -1.8307  0.40
10 H -0.0170 -2.2141 -2.0105  0.23
11 H -0.1705 -1.9734 0.8474  0.15
12 H 2.0813 -1.3966 0.0330  0.29
13 H 1.0656 1.1507 1.3237  0.23
14 H -0.4912 2.0096 -3.1471  0.36
15 H -0.9815 0.2871 3.3749  0.29
16 H -0.7248 -0.5103 0.0791  0.30
17 H 1.3896 -0.1614 -0.9803  0.32
18 H 1.1590 -0.5433 2.4266  0.26
19 H -0.9526 0.4540 -2.1392  0.25
20 H -0.4804 1.8148 2.9081  0.38
21 H -1.4855 1.1290 1.6607  0.20
22 H 0.4202 -3.0150 -0.6112  0.32
23 H -1.2548 3.2524 -1.2681  0.29